# 1
Computed, not measured: a structure of composition C38H54N2P3V, with wB97M-V/def2-TZVPD.

Total charge: +2
2S+1: 3
Molar mass: 682.73 u
HOMO level (alpha / beta): -13.06 / -13.06 eV
Gap between HOMO and LUMO (alpha / beta): 6.25 / 7.56 eV
E_LUMO (alpha / beta): -6.8 / -5.5 eV
⟨S²⟩: 2.175

```
98
Properties=species:S:1:pos:R:3:forces:R:3
V -0.88034 -0.09414 0.14415 0.10 -0.38 0.57
C 1.71518 4.00353 1.48032 0.00 0.00 0.02
C 1.48429 2.49886 1.33848 0.15 0.00 0.00
C 0.75332 1.96801 2.57396 -0.08 -0.02 0.03
P 0.64321 1.85112 -0.16402 -0.06 0.08 -0.04
C 1.75053 1.91830 -1.62259 0.09 -0.10 -0.05
C 1.03555 1.27340 -2.81090 -0.02 -0.07 -0.02
C 2.27034 3.30557 -1.98525 0.05 0.00 -0.01
C -0.81921 2.86252 -0.57002 0.04 0.14 0.06
C -0.85993 4.25727 -0.51290 0.00 -0.02 0.02
C -2.02644 4.95001 -0.78887 -0.02 -0.06 -0.01
C -3.18514 4.25302 -1.11153 0.03 -0.04 0.02
C -3.16925 2.87274 -1.19788 -0.02 0.15 0.01
C -1.98676 2.17840 -0.95220 -0.03 -0.52 -0.16
N -1.94309 0.74604 -1.07088 -0.25 0.43 -0.47
C -2.89595 0.09239 -1.91870 0.19 0.29 0.26
C -3.16953 0.55821 -3.19771 -0.09 -0.14 -0.05
C -4.11906 -0.10476 -3.95998 0.04 0.01 0.04
C -4.78725 -1.21179 -3.44838 0.03 0.02 0.02
C -4.49006 -1.68011 -2.17761 -0.01 0.01 -0.02
C -3.53770 -1.03168 -1.39506 0.01 -0.05 -0.07
P -2.91745 -1.58929 0.22392 -0.14 0.01 -0.04
C -3.11634 -3.41354 0.17499 -0.12 -0.04 0.04
C -2.23402 -4.04096 -0.90160 0.07 0.02 -0.06
C -2.87594 -4.05657 1.54091 0.01 0.01 -0.01
C -4.06418 -0.96651 1.51836 -0.04 -0.03 0.06
C -5.52525 -1.32937 1.27027 0.01 0.00 0.00
C -3.87778 0.53948 1.68625 0.05 0.09 0.00
H 2.41793 4.16857 2.29729 0.01 0.01 0.02
H 0.79045 4.51521 1.74543 -0.02 0.00 0.01
H 2.13072 4.47169 0.59221 0.01 -0.01 -0.03
H 2.46036 1.99810 1.27512 -0.05 0.06 -0.03
H -0.31326 2.22088 2.54915 0.02 0.00 0.00
H 1.15937 2.42392 3.47703 0.02 0.00 0.01
H 0.86664 0.88769 2.68141 -0.01 -0.02 -0.03
H 2.60074 1.28633 -1.34376 -0.03 0.04 0.05
H 0.19776 1.88645 -3.14834 -0.02 0.02 0.00
H 0.65121 0.27479 -2.58263 0.03 0.02 0.01
H 1.73152 1.17730 -3.64353 0.01 0.02 -0.03
H 1.45850 3.99282 -2.22606 -0.04 0.01 0.01
H 2.89942 3.21993 -2.87175 0.01 0.01 -0.03
H 2.88619 3.73940 -1.20101 0.03 -0.01 0.03
H 0.03374 4.81110 -0.27048 0.00 0.01 0.01
H -2.03294 6.02955 -0.75477 0.00 0.04 0.01
H -4.10371 4.78748 -1.30688 -0.03 0.03 -0.01
H -4.06851 2.33639 -1.46780 0.01 0.00 0.00
H -2.64820 1.42106 -3.59031 0.00 0.02 0.01
H -4.33870 0.24461 -4.95901 -0.01 0.00 -0.03
H -5.53507 -1.71365 -4.04486 -0.03 -0.02 -0.02
H -5.00983 -2.55145 -1.80313 -0.01 -0.03 0.02
H -4.16583 -3.56886 -0.09936 0.06 -0.01 0.02
H -1.19623 -4.08416 -0.56687 -0.05 0.02 -0.03
H -2.28077 -3.50906 -1.85274 -0.02 0.01 -0.02
H -2.55220 -5.06635 -1.08558 -0.01 -0.04 0.01
H -1.86478 -3.86355 1.90220 -0.04 -0.01 -0.03
H -2.99619 -5.13670 1.45618 -0.01 -0.02 -0.02
H -3.58259 -3.71216 2.29423 -0.03 0.02 0.02
H -3.71872 -1.45732 2.43589 0.00 0.01 -0.03
H -5.87505 -0.92046 0.32153 -0.01 0.02 -0.02
H -6.15180 -0.91411 2.05901 -0.01 0.01 0.04
H -5.68731 -2.40612 1.26167 0.01 -0.05 -0.01
H -4.21762 1.08922 0.80658 0.00 -0.01 -0.01
H -2.82926 0.82018 1.87443 -0.01 -0.04 0.00
H -4.44444 0.89983 2.54473 -0.04 0.00 -0.01
C 4.14311 -1.00498 2.19993 0.06 0.03 0.03
P 3.71041 -0.83706 0.43061 -0.23 -0.16 0.05
C 4.43903 -2.37686 -0.24113 0.14 0.03 -0.04
C 4.83667 0.45755 -0.16461 -0.01 0.07 0.09
C 5.16843 1.53457 0.65792 -0.01 0.02 -0.03
C 5.95811 2.57016 0.18123 0.01 0.02 -0.05
C 6.42245 2.54523 -1.12581 0.00 0.01 0.01
C 6.09385 1.48157 -1.95361 -0.01 0.01 0.02
C 5.30419 0.44572 -1.47760 -0.05 0.02 -0.04
H 3.75199 -0.17765 2.79193 -0.02 0.01 -0.02
H 5.22306 -1.05985 2.34364 0.00 -0.02 0.00
H 3.68635 -1.92224 2.57439 -0.02 -0.01 0.00
H 5.51997 -2.40018 -0.09402 -0.02 -0.02 0.01
H 4.23010 -2.48633 -1.30515 -0.01 0.02 0.01
H 3.99465 -3.22507 0.28035 -0.03 -0.02 0.01
H 4.83150 1.56604 1.68637 0.00 -0.02 0.05
H 6.22329 3.39009 0.83469 0.01 0.01 0.02
H 7.04856 3.34542 -1.49356 0.02 0.03 -0.02
H 6.46066 1.45244 -2.96984 0.02 0.00 -0.04
H 5.06108 -0.37522 -2.14033 0.00 -0.05 -0.01
N 0.48262 -1.68811 -0.17372 0.35 0.08 0.06
C 0.48652 -2.56828 0.98282 -0.02 0.09 -0.10
C 0.11571 -2.02596 2.20241 0.03 -0.03 0.12
C 0.14222 -2.80373 3.35140 0.03 -0.03 -0.03
C 0.53728 -4.13162 3.26777 0.01 0.04 0.00
C 0.90861 -4.67114 2.04343 0.01 0.04 -0.02
C 0.89234 -3.88943 0.89554 0.00 0.00 0.10
H 1.42179 -1.21890 -0.14880 -0.11 -0.15 -0.33
H 0.41078 -2.22412 -1.03753 0.06 0.07 0.07
H -0.17833 -0.97819 2.29885 0.02 0.04 -0.02
H -0.14319 -2.37668 4.30193 -0.01 0.01 0.04
H 0.55915 -4.74447 4.15687 0.00 -0.02 0.04
H 1.21934 -5.70399 1.97997 0.01 -0.04 0.00
H 1.19449 -4.30743 -0.05708 0.01 0.00 -0.02
```
Positions in Å, forces in eV/Å.


# 2
Computed, not measured: a structure of composition C38H56N2NiO5PSi, with wB97M-V/def2-TZVPD.

Total charge: -1
Molar mass: 738.63 u
HOMO level (alpha / beta): -3.90 / -3.44 eV
Gap between HOMO and LUMO (alpha / beta): 6.45 / 5.99 eV
E_LUMO (alpha / beta): 2.6 / 2.6 eV

```
104
Properties=species:S:1:pos:R:3:forces:R:3
Ni -0.06621 0.67077 0.10981 0.06 2.56 -0.31
C 2.61784 6.88311 -0.77956 -0.08 0.11 -0.02
O 3.71697 6.05145 -0.47392 0.05 -0.02 0.03
C 3.46410 4.72195 -0.32535 -0.14 -0.17 0.01
C 4.55646 3.93831 0.09479 0.24 0.09 0.02
C 4.39085 2.58980 0.22915 -0.09 -0.03 -0.03
C 3.15307 1.93985 0.01787 -0.26 0.23 0.07
C 3.00149 0.50213 0.07485 0.19 0.00 0.04
C 4.19508 -0.39801 0.32036 0.03 -0.02 0.03
O 1.92529 -0.06973 -0.09823 0.01 -0.31 -0.08
C 2.00721 2.75748 -0.29687 0.03 -0.23 0.11
O 0.80306 2.34354 -0.35891 0.03 0.15 -0.06
C 2.24029 4.14730 -0.54085 0.00 0.16 -0.03
H 2.98471 7.90630 -0.73475 0.03 -0.02 -0.01
H 1.80920 6.75707 -0.05479 0.02 0.00 0.00
H 2.22591 6.68810 -1.78182 0.02 -0.05 0.01
H 5.50249 4.42149 0.29879 0.01 -0.02 -0.04
H 5.25359 2.01212 0.52590 0.01 -0.04 0.00
H 5.09749 0.12322 0.61738 0.06 -0.02 0.02
H 4.40698 -0.96516 -0.58826 -0.05 0.00 -0.01
H 3.92420 -1.11713 1.09404 -0.03 -0.02 -0.03
H 1.39611 4.73160 -0.87142 -0.07 -0.03 0.06
C 0.33467 -1.33518 3.89236 0.07 -0.03 0.01
C 0.02659 -0.75119 2.54765 -0.13 0.84 0.34
N 0.35422 0.45221 2.20117 0.71 -0.87 0.34
O 1.18324 1.10632 3.12218 -0.23 0.15 0.23
C -0.58847 -1.54928 1.51108 -1.44 -0.23 -0.60
C -1.18895 -2.90168 1.75766 0.41 -0.04 0.03
N -0.77810 -0.90780 0.36977 2.11 -0.58 -0.37
O -0.68838 -1.43322 -0.81473 -1.53 -1.16 0.48
H 0.79618 -0.58524 4.52734 -0.02 -0.03 0.03
H 1.02326 -2.17787 3.79522 -0.03 -0.02 -0.01
H -0.57494 -1.70086 4.37215 -0.02 -0.03 -0.06
H 1.43736 1.89724 2.63176 -0.05 0.01 0.01
H -0.53297 -3.53552 2.35911 -0.04 -0.07 -0.03
H -1.37546 -3.40483 0.81293 0.00 0.01 -0.02
H -2.14607 -2.80171 2.28193 0.03 0.01 0.06
C -3.83351 -0.82174 -0.04394 -0.03 0.05 0.10
C -3.75983 0.63806 0.43499 0.23 0.16 -0.16
C -5.09054 1.28356 0.02281 0.07 -0.02 0.08
C -3.66308 0.57633 1.96637 0.06 0.09 -0.08
Si -2.16206 1.64149 -0.22601 -0.14 -0.22 -0.42
C -2.33902 1.81973 -2.21088 -0.11 0.24 0.32
C -3.28271 2.94130 -2.66893 -0.01 -0.13 0.02
C -2.84190 0.50356 -2.81426 0.02 0.00 0.12
C -0.96023 2.07604 -2.82831 0.00 0.02 0.08
C -2.18943 3.43647 0.68248 -0.07 -0.24 -0.16
C -3.55607 3.99497 1.09646 0.10 0.03 -0.03
C -1.53664 4.51374 -0.19188 0.05 -0.10 -0.03
C -1.31882 3.30079 1.93865 -0.01 -0.04 -0.01
H -4.58776 -1.35463 0.55219 -0.04 0.03 0.00
H -2.89147 -1.34415 0.07141 -0.08 -0.10 -0.04
H -4.13146 -0.89564 -1.08651 0.00 -0.06 0.02
H -5.92615 0.72274 0.46487 -0.01 -0.01 -0.01
H -5.21310 1.25364 -1.06157 -0.05 0.01 0.02
H -5.17691 2.31775 0.34509 -0.09 -0.03 -0.03
H -4.55096 0.08028 2.38041 0.01 -0.05 0.00
H -3.59356 1.56228 2.42342 -0.01 -0.03 0.06
H -2.77647 0.00978 2.26551 -0.02 0.00 0.04
H -4.25423 2.88825 -2.17175 -0.02 0.04 -0.05
H -3.45390 2.86375 -3.75185 -0.02 0.00 0.00
H -2.85597 3.92397 -2.48008 -0.06 0.00 -0.05
H -3.90584 0.35250 -2.62375 0.02 -0.02 -0.03
H -2.28403 -0.34830 -2.42019 -0.02 -0.04 -0.03
H -2.70551 0.52929 -3.90358 -0.01 0.02 -0.01
H -0.52374 3.01244 -2.48131 0.06 0.00 -0.01
H -1.04265 2.11910 -3.92341 -0.05 0.01 0.00
H -0.26875 1.27302 -2.56648 0.04 0.01 -0.03
H -4.19274 4.16627 0.22556 -0.05 0.01 0.04
H -3.40854 4.96442 1.59262 0.01 0.02 -0.02
H -4.08636 3.35503 1.79968 -0.05 0.03 -0.02
H -2.18918 4.83175 -1.00360 0.02 0.05 0.05
H -0.60843 4.13914 -0.61138 0.07 0.07 -0.05
H -1.31265 5.40286 0.41489 0.00 -0.02 0.04
H -1.65795 2.50225 2.60079 0.03 0.02 0.03
H -1.31452 4.24269 2.50455 -0.04 0.02 -0.01
H -0.29562 3.07156 1.64465 0.03 0.01 0.05
C 1.69049 -2.67206 -2.26066 -0.02 0.12 0.23
P 1.33564 -3.11195 -0.50421 0.42 -0.66 -0.23
C 2.95341 -3.90629 -0.04631 -0.03 0.23 0.21
C 3.12168 -4.10436 1.32760 0.00 -0.01 -0.06
C 4.30175 -4.60588 1.85303 0.05 -0.03 0.01
C 5.36164 -4.90305 1.00480 -0.06 0.00 0.01
C 5.21315 -4.71249 -0.36080 0.07 -0.03 0.00
C 4.02239 -4.21885 -0.88092 -0.01 -0.04 -0.05
C 0.39578 -4.67713 -0.84492 -0.19 0.06 0.06
C -0.85974 -4.54201 -1.45202 0.09 0.03 -0.07
C -1.68149 -5.63932 -1.65561 -0.01 0.01 -0.01
C -1.27692 -6.90229 -1.24359 0.02 -0.01 -0.02
C -0.03407 -7.05387 -0.64909 -0.02 -0.04 0.00
C 0.79218 -5.95447 -0.44862 0.01 0.05 -0.03
H 2.05582 -3.52388 -2.83426 -0.02 0.02 -0.05
H 2.42402 -1.86423 -2.26296 -0.02 0.02 -0.07
H 0.76928 -2.29451 -2.70067 0.00 0.02 0.01
H 2.29596 -3.84369 1.98352 0.05 0.01 0.05
H 4.40631 -4.75278 2.92150 -0.02 0.02 0.00
H 6.29632 -5.27383 1.40692 -0.01 -0.02 -0.01
H 6.03431 -4.95370 -1.02602 -0.01 0.04 -0.02
H 3.94010 -4.08526 -1.95271 -0.03 0.04 0.02
H -1.19011 -3.55135 -1.74183 -0.05 0.00 0.01
H -2.64569 -5.50440 -2.13118 -0.01 0.01 0.02
H -1.92486 -7.75924 -1.38234 0.01 0.00 -0.03
H 0.30093 -8.03821 -0.34285 0.00 0.01 0.04
H 1.75559 -6.10422 0.02067 0.02 0.01 0.01
```
Positions in Å, forces in eV/Å.